1.
Entry from OMol25: a 16-piece molecular cluster, C16H64O16 overall at a distorted geometry (ωB97M-V with the def2-TZVPD basis set).

The geometry in ORCA input format:
```
! wB97M-V def2-TZVPD RIJCOSX def2/J DEFGRID3
* xyz 0 1
C 0.70 1.61 -2.97
O 1.61 0.60 -2.49
H 0.42 2.34 -2.22
H -0.25 1.11 -3.27
H 1.09 1.98 -3.88
H 2.46 0.98 -2.57
C -0.73 4.84 -1.16
O -0.63 5.44 0.11
H -1.61 5.16 -1.76
H -0.75 3.77 -1.00
H 0.17 5.13 -1.74
H -0.43 6.40 0.04
C 1.21 -3.06 2.13
O 1.63 -2.62 3.37
H 0.59 -3.90 2.24
H 2.13 -3.31 1.59
H 0.70 -2.27 1.55
H 1.96 -1.71 3.30
C -3.55 1.37 -1.53
O -2.30 1.98 -1.75
H -3.49 0.87 -0.54
H -3.60 0.64 -2.32
H -4.32 2.14 -1.55
H -2.40 2.57 -2.52
C 4.85 0.80 0.16
O 3.61 0.69 0.83
H 4.74 0.95 -0.88
H 5.39 -0.15 0.35
H 5.45 1.65 0.55
H 3.12 1.50 0.75
C -2.13 -1.62 -1.87
O -3.08 -2.01 -2.80
H -1.49 -0.76 -2.10
H -1.42 -2.44 -1.80
H -2.62 -1.56 -0.90
H -3.41 -2.87 -2.54
C -0.04 0.07 0.27
O -0.35 1.45 0.24
H -0.79 -0.65 0.60
H 0.72 -0.11 0.97
H 0.21 -0.28 -0.73
H -0.95 1.66 -0.46
C 3.36 -1.67 -1.36
O 2.46 -1.39 -0.35
H 4.33 -1.75 -0.90
H 3.41 -0.91 -2.11
H 3.08 -2.59 -1.79
H 2.73 -0.63 0.15
C -3.37 3.95 0.71
O -3.90 3.84 2.00
H -2.45 3.35 0.61
H -3.11 4.96 0.60
H -4.14 3.74 -0.04
H -4.56 4.54 2.10
C -2.37 -3.16 1.06
O -2.86 -3.87 2.18
H -2.40 -2.06 1.25
H -3.06 -3.39 0.23
H -1.40 -3.36 0.76
H -3.81 -3.90 2.12
C -1.42 -2.09 4.20
O -1.29 -3.47 4.37
H -1.11 -1.75 3.21
H -0.75 -1.60 4.89
H -2.46 -1.69 4.42
H -1.76 -3.84 3.62
C 2.61 3.34 -0.62
O 2.06 2.81 0.56
H 2.83 2.57 -1.38
H 3.52 3.95 -0.40
H 1.89 4.07 -1.10
H 1.22 2.43 0.37
C 1.55 0.62 3.83
O 2.57 -0.22 3.29
H 1.99 1.34 4.51
H 0.84 -0.05 4.33
H 1.03 1.15 3.08
H 3.07 0.26 2.59
C 1.49 -2.30 -4.60
O 0.65 -1.74 -3.61
H 2.38 -2.71 -4.15
H 1.79 -1.53 -5.32
H 1.04 -3.03 -5.18
H 1.10 -1.03 -3.18
C -2.77 0.73 2.31
O -1.48 0.96 2.80
H -3.47 1.43 2.66
H -3.12 -0.23 2.60
H -2.62 0.69 1.25
H -1.17 1.73 2.28
C 0.76 -4.37 -1.96
O 0.81 -3.70 -0.77
H 0.07 -3.97 -2.68
H 0.65 -5.47 -1.79
H 1.73 -4.37 -2.38
H 1.37 -2.98 -0.97
*
```

The total energy is -50381.7841 eV. For the HOMO energy, the calculation gives -8.17 eV. Its orbital gap is 8.18 eV.

Here are the Löwdin charges for atoms 1 to 5, given in e: atom 1 (C): -0.085, atom 2 (O): -0.138, atom 3 (H): 0.048, atom 4 (H): 0.093, atom 5 (H): 0.081

---

2.
Entry from OMol25: a 16-piece molecular cluster, C16H64O16 overall at a distorted geometry (ωB97M-V with the def2-TZVPD basis set).

The geometry in ORCA input format:
```
! wB97M-V def2-TZVPD RIJCOSX def2/J DEFGRID3
* xyz 0 1
C 0.91 0.51 4.34
O 0.59 1.89 4.51
H 1.94 0.29 4.69
H 0.76 0.32 3.29
H 0.19 -0.02 4.90
H 0.90 2.14 5.37
C -0.31 1.39 -2.96
O -1.59 1.29 -2.46
H -0.19 1.16 -4.02
H 0.36 0.79 -2.44
H -0.01 2.41 -2.88
H -2.14 1.06 -3.23
C 3.21 3.17 -1.28
O 2.75 4.31 -2.01
H 4.17 2.81 -1.64
H 2.47 2.34 -1.38
H 3.32 3.39 -0.25
H 1.88 4.50 -1.66
C 0.83 -2.15 -2.69
O 1.20 -1.49 -3.82
H 1.70 -2.33 -2.08
H 0.41 -3.05 -2.99
H 0.14 -1.63 -2.08
H 0.38 -1.28 -4.26
C -2.60 -3.26 -0.88
O -2.31 -4.59 -0.68
H -1.71 -2.79 -1.34
H -2.70 -2.78 0.08
H -3.47 -3.03 -1.48
H -1.98 -4.95 -1.51
C 3.24 0.16 1.53
O 2.65 1.31 1.00
H 2.93 0.08 2.54
H 4.30 0.26 1.50
H 2.96 -0.68 1.00
H 2.81 2.09 1.55
C -0.37 3.71 -0.24
O 0.26 4.61 -1.03
H -0.76 4.17 0.67
H 0.20 2.85 0.08
H -1.21 3.31 -0.80
H -0.37 5.22 -1.43
C 0.64 -3.31 0.62
O 2.00 -2.95 0.41
H 0.09 -2.85 1.46
H 0.53 -4.38 0.76
H 0.14 -3.03 -0.31
H 2.49 -3.36 1.13
C 3.50 -0.41 -1.66
O 3.71 -0.79 -2.99
H 4.26 0.21 -1.28
H 3.52 -1.30 -1.03
H 2.55 0.09 -1.58
H 2.87 -1.14 -3.35
C -0.01 0.10 0.39
O -1.14 -0.44 -0.24
H 0.67 0.59 -0.32
H 0.63 -0.61 0.90
H -0.30 0.82 1.08
H -1.31 0.19 -0.96
C -2.29 -1.79 -3.83
O -1.43 -1.06 -4.65
H -3.32 -1.78 -4.26
H -2.35 -1.39 -2.82
H -1.88 -2.82 -3.76
H -1.93 -0.69 -5.34
C -5.04 -0.46 -1.40
O -5.10 -0.74 -2.79
H -5.51 0.47 -1.12
H -4.02 -0.47 -1.09
H -5.54 -1.20 -0.79
H -5.95 -1.19 -2.97
C -3.18 1.67 0.70
O -3.56 2.02 -0.62
H -3.44 0.65 0.96
H -3.83 2.24 1.41
H -2.16 1.81 0.96
H -2.92 1.83 -1.28
C 1.64 -2.62 3.59
O 2.44 -3.69 3.21
H 0.52 -2.89 3.62
H 1.89 -1.74 2.99
H 2.02 -2.36 4.64
H 2.53 -4.20 4.00
C -1.73 -1.24 2.91
O -2.05 -1.18 4.29
H -2.08 -2.22 2.47
H -0.67 -1.17 2.70
H -2.15 -0.44 2.41
H -2.79 -1.77 4.46
C 1.86 3.86 2.53
O 3.20 3.38 2.43
H 1.78 4.84 2.04
H 1.56 4.09 3.51
H 1.11 3.16 2.19
H 3.74 4.13 2.20
*
```

The total energy is -50381.4828 eV. For the HOMO energy, the calculation gives -8.96 eV. Its orbital gap is 9.16 eV.

Here are the Löwdin charges for atoms 1 to 5, given in e: atom 1 (C): -0.140, atom 2 (O): -0.105, atom 3 (H): 0.097, atom 4 (H): 0.053, atom 5 (H): 0.058

---

3.
Entry from OMol25: a 22-piece molecular cluster, C16H76O22 overall at a distorted geometry (ωB97M-V with the def2-TZVPD basis set).

The geometry in ORCA input format:
```
! wB97M-V def2-TZVPD RIJCOSX def2/J DEFGRID3
* xyz 0 1
O -4.05 0.37 -0.42
H -3.48 1.09 -0.11
H -3.97 -0.40 0.18
O 1.94 4.68 -1.08
H 1.85 3.96 -1.74
H 2.88 4.62 -0.87
O 1.66 2.20 -2.13
H 1.13 1.55 -1.59
H 1.99 1.71 -2.85
O 0.09 0.20 -1.17
H -0.21 0.18 -0.24
H -0.58 -0.23 -1.73
O 0.32 0.06 1.63
H 0.58 0.85 2.11
H -0.12 -0.59 2.20
O 1.26 2.20 3.14
H 0.92 2.99 2.67
H 2.24 2.23 3.11
C -0.05 -2.79 4.81
O 0.40 -1.81 3.97
H 0.42 -3.78 4.65
H 0.14 -2.45 5.84
H -1.12 -2.99 4.64
H 0.49 -0.98 4.44
C -0.75 -4.73 1.41
O -1.98 -4.05 1.20
H -0.91 -5.46 2.19
H -0.59 -5.18 0.48
H 0.03 -4.03 1.70
H -2.24 -4.19 0.26
C -0.17 5.19 1.13
O 0.47 3.96 0.82
H -1.13 5.11 1.67
H 0.40 5.80 1.79
H -0.40 5.84 0.26
H 1.13 4.21 0.17
C -6.81 0.66 1.54
O -6.19 1.77 0.89
H -7.72 0.24 1.04
H -6.14 -0.19 1.57
H -6.98 0.94 2.59
H -5.82 1.42 0.08
C -2.99 -0.67 -3.72
O -2.39 -0.97 -2.44
H -3.48 -1.57 -4.10
H -3.69 0.07 -3.55
H -2.19 -0.39 -4.44
H -2.86 -0.51 -1.77
C 6.81 0.11 -4.68
O 5.50 0.13 -4.01
H 7.60 0.18 -3.97
H 6.94 -0.82 -5.20
H 6.81 0.86 -5.52
H 5.38 -0.74 -3.60
C -3.32 -1.00 2.92
O -3.60 -1.56 1.66
H -2.25 -0.89 3.10
H -3.85 0.00 2.99
H -3.73 -1.67 3.67
H -2.97 -2.25 1.54
C -0.97 1.24 5.42
O 0.21 0.60 4.95
H -0.74 2.08 6.07
H -1.77 1.55 4.74
H -1.42 0.46 6.04
H 0.74 1.20 4.37
C -2.26 3.01 -2.70
O -1.30 3.25 -1.73
H -1.88 3.33 -3.60
H -2.45 1.93 -2.72
H -3.19 3.52 -2.50
H -0.41 3.05 -1.98
C -3.73 -4.18 -2.20
O -2.69 -3.57 -1.48
H -4.28 -3.40 -2.71
H -3.21 -4.85 -3.00
H -4.41 -4.77 -1.55
H -2.60 -2.64 -1.82
C -2.01 2.13 2.11
O -2.57 2.19 0.76
H -2.73 2.43 2.83
H -1.74 1.16 2.49
H -1.14 2.70 2.11
H -2.01 2.68 0.13
C 0.88 -3.52 -1.81
O 1.40 -2.22 -2.39
H 1.25 -4.33 -2.39
H 1.06 -3.58 -0.74
H -0.24 -3.49 -1.83
H 1.06 -1.49 -1.82
C 3.39 -1.67 2.29
O 2.95 -0.56 1.48
H 3.58 -2.55 1.67
H 4.28 -1.35 2.79
H 2.70 -1.98 3.04
H 1.95 -0.46 1.39
C 2.13 0.27 -5.61
O 2.52 0.60 -4.28
H 2.43 -0.76 -5.85
H 1.10 0.44 -5.69
H 2.61 1.01 -6.37
H 3.48 0.50 -4.32
C 4.49 -2.71 -1.49
O 4.18 -1.71 -2.55
H 5.48 -2.47 -1.15
H 3.96 -2.57 -0.54
H 4.50 -3.70 -1.84
H 3.23 -1.76 -2.63
C 4.01 3.11 1.14
O 3.97 1.93 1.96
H 3.00 3.50 0.94
H 4.45 3.91 1.75
H 4.58 2.83 0.22
H 3.54 1.19 1.50
*
```

The total energy is -62865.0091 eV. For the HOMO energy, the calculation gives -9.63 eV. Its orbital gap is 10.24 eV.

Here are the Löwdin charges for atoms 1 to 5, given in e: atom 1 (O): -0.066, atom 2 (H): -0.005, atom 3 (H): 0.037, atom 4 (O): -0.036, atom 5 (H): 0.033

---

4.
Entry from OMol25: one molecule with the formula C16H8F3N3O2S at a distorted geometry (ωB97M-V with the def2-TZVPD basis set).

The geometry in ORCA input format:
```
! wB97M-V def2-TZVPD RIJCOSX def2/J DEFGRID3
* xyz 0 1
O -1.84 -0.76 -3.90
F 0.85 4.60 -6.20
F -1.11 4.60 -5.15
F -0.75 3.33 -7.01
C -0.64 -1.48 1.74
C -0.09 -1.63 2.86
N 1.92 1.60 -3.91
N 1.60 2.82 -4.45
O -0.52 -0.93 -0.58
S 0.73 -0.85 -3.53
C -0.93 -0.61 -3.03
C 0.88 0.78 -4.20
C 0.38 2.77 -4.94
C -1.33 -1.00 0.56
C -2.62 -0.72 0.25
C -2.70 -0.50 -1.22
C -1.38 -0.74 -1.65
C 2.03 -1.48 6.53
C 2.63 -2.16 5.47
C 0.77 -0.83 6.41
C 1.94 -2.24 4.25
C 0.07 -0.84 5.21
C 0.66 -1.58 4.08
N -0.13 1.53 -4.74
C -0.19 3.88 -5.85
H -3.52 -0.74 0.89
H -3.55 -0.43 -1.86
H 2.54 -1.46 7.48
H 3.56 -2.72 5.66
H 0.40 -0.32 7.26
H 2.36 -2.78 3.43
H -0.91 -0.37 5.16
H -1.09 1.27 -5.03
*
```

Its SMILES is O=C(Sc1nnc(C(F)(F)F)[nH]1)c1ccc(C#Cc2ccccc2)o1. The total energy is -44270.5724 eV. For the HOMO energy, the calculation gives -8.54 eV. Its orbital gap is 7.25 eV.

Here are the Löwdin charges for atoms 1 to 5, given in e: atom 1 (O): -0.013, atom 2 (F): 0.169, atom 3 (F): 0.133, atom 4 (F): 0.104, atom 5 (C): 0.110

---

5.
Entry from OMol25: C16H8MnN6O9 as an isolated structure at a distorted geometry (ωB97M-V with the def2-TZVPD basis set).

The geometry in ORCA input format:
```
! wB97M-V def2-TZVPD RIJCOSX def2/J DEFGRID3
* xyz 0 4
Mn -0.10 -0.35 -0.13
O 2.83 -1.92 -2.11
C 1.80 -1.47 -1.67
O 1.60 -0.95 -0.52
C 0.50 -1.49 -2.48
C 0.25 -1.98 -3.75
C -1.06 -1.91 -4.23
C -2.07 -1.40 -3.43
C -1.73 -0.92 -2.17
N -0.47 -0.96 -1.76
C -2.61 -0.32 -1.07
O -3.81 -0.26 -1.18
O -1.89 0.07 -0.08
H 1.05 -2.41 -4.33
H -1.29 -2.27 -5.23
H -3.10 -1.37 -3.75
C 0.85 2.61 2.24
C 0.60 1.19 2.56
N 0.27 0.22 1.71
C 0.12 -0.92 2.45
C 0.36 -0.64 3.77
N 0.67 0.70 3.80
C 0.35 -1.41 5.05
O 0.05 -2.68 4.98
O 0.62 -0.83 6.07
C -0.31 -2.16 1.76
O -0.45 -3.19 2.40
O -0.50 -2.02 0.51
H 0.67 2.79 1.19
H 1.89 2.88 2.46
H 0.21 3.25 2.83
H 0.89 1.19 4.66
H -0.16 -3.01 4.05
O 0.32 1.26 -0.78
N 0.08 1.80 -1.93
C 0.48 3.01 -2.20
C 0.17 3.58 -3.46
N -0.07 4.07 -4.46
C 1.20 3.82 -1.28
N 1.78 4.40 -0.48
*
```

The total energy is -75410.4308 eV. For the HOMO energy (alpha / beta), the calculation gives -10.60 / -10.59 eV. As for the expectation value of S²: 3.795. Its orbital gap (alpha / beta) is 9.10 / 8.00 eV.

Here are the Löwdin charges for atoms 1 to 5, given in e: atom 1 (Mn): 0.986, atom 2 (O): 0.136, atom 3 (C): -0.518, atom 4 (O): -0.036, atom 5 (C): -0.095

---

6.
Entry from OMol25: C16H9BrN2O3 as an isolated structure at a distorted geometry (ωB97M-V with the def2-TZVPD basis set).

The geometry in ORCA input format:
```
! wB97M-V def2-TZVPD RIJCOSX def2/J DEFGRID3
* xyz 0 1
O 3.62 0.14 -2.51
Br -0.41 -2.67 1.70
N -0.12 2.25 0.30
N -3.63 3.46 3.21
O -0.93 0.58 1.63
O 2.14 -2.69 -0.08
C 3.33 -0.62 -1.69
C -0.87 1.90 1.29
C 3.91 -1.85 -1.40
C 3.41 -2.80 -0.49
C -3.73 4.67 2.67
C -2.68 2.71 2.82
C -2.80 5.13 1.62
C -1.82 4.22 1.19
C 1.47 0.86 -0.87
C 0.39 -1.25 0.64
C 0.43 1.06 0.04
C -0.05 0.05 0.79
C 1.56 -1.44 -0.15
C -1.70 2.98 1.87
C 2.11 -0.35 -0.91
C 4.15 -4.06 -0.08
H 4.88 -2.14 -1.90
H -4.58 5.32 2.95
H -2.67 1.69 3.27
H -2.90 6.16 1.15
H -1.04 4.45 0.43
H 1.86 1.79 -1.26
H 4.87 -3.69 0.74
H 4.76 -4.56 -0.84
H 3.43 -4.87 0.26
*
```

The total energy is -95901.0223 eV. For the HOMO energy, the calculation gives -8.59 eV. Its orbital gap is 8.14 eV.

Here are the Löwdin charges for atoms 1 to 5, given in e: atom 1 (O): 0.143, atom 2 (Br): 0.767, atom 3 (N): 0.232, atom 4 (N): 0.051, atom 5 (O): 0.165

---

The records above yield relative energy (zero: lowest compared OMol25 entry of this formula, charge and spin) values of 712.2, 741.3, 6.4, 101.7, 10.2, 0.0 kJ/mol, respectively.